[1]
Here is 2 unconnected molecules or ions with the total composition C44H57BFN2 at a distorted geometry from the OMol25 dataset. Energies are from ωB97M-V/def2-TZVPD.

XYZ file:
```
105
Properties=species:S:1:pos:R:3:lowdin_charge:R:1
C 8.44009 -0.18515 15.96398 -0.063
C 9.88060 -0.17633 16.44421 -0.524
C 9.77599 -0.17319 17.98131 -0.077
C 10.58664 -1.48805 16.10151 -0.042
C 10.73316 1.02958 15.90399 -0.055
C 11.65670 1.52511 16.83617 -0.049
C 12.25880 2.76981 16.69367 -0.047
C 12.19136 3.37771 15.45517 -0.038
C 11.67706 2.66610 14.35281 -0.065
C 12.35170 3.05451 13.00403 -0.534
C 11.95539 2.18271 11.83219 -0.066
C 13.87686 2.91041 13.14306 -0.049
C 12.05743 4.52658 12.69232 -0.053
C 10.73043 1.63129 14.59630 -0.034
N 9.84605 1.14373 13.55199 0.063
C 8.88304 1.78807 12.79786 -0.152
B 8.54090 3.27023 12.38477 -0.310
H 7.82263 3.47196 11.28076 0.079
N 8.17699 0.80505 12.13188 0.025
C 7.07921 1.03788 11.21920 -0.075
C 7.30051 0.94719 9.81204 -0.060
C 8.56477 0.34972 9.10380 -0.518
C 8.61838 0.70653 7.61196 -0.083
C 8.54668 -1.17502 9.19042 -0.034
C 9.84106 0.93821 9.68970 -0.046
C 6.34251 1.51974 8.96794 -0.030
C 5.30161 2.29441 9.45316 -0.067
C 5.04993 2.30189 10.80979 -0.046
C 5.84221 1.56424 11.69863 -0.074
C 5.22148 1.50456 13.13068 -0.533
C 5.05068 2.94185 13.64309 -0.044
C 6.03979 0.73500 14.13597 -0.068
C 3.83577 0.84622 13.05893 -0.046
C 8.77173 -0.41986 12.39199 -0.058
C 9.85333 -0.19735 13.15438 -0.051
H 8.36278 -0.45698 14.91143 0.047
H 7.88011 -0.95439 16.51879 0.098
H 7.95820 0.78477 16.14081 0.099
H 10.72148 -0.44496 18.46495 0.078
H 9.43813 0.79777 18.35669 0.098
H 9.03507 -0.92557 18.28757 0.087
H 11.62836 -1.44675 16.44322 0.097
H 10.08344 -2.32612 16.60168 0.096
H 10.58652 -1.69388 15.03239 0.051
H 11.89225 0.96384 17.74138 0.107
H 12.79459 3.22455 17.53020 0.117
H 12.65693 4.35196 15.31940 0.112
H 12.45392 2.54749 10.92138 0.103
H 10.88441 2.25198 11.66481 0.030
H 12.24225 1.13695 11.99687 0.098
H 14.28521 3.55829 13.92782 0.082
H 14.12845 1.86963 13.38178 0.094
H 14.35314 3.17507 12.18932 0.091
H 12.49944 5.18281 13.45109 0.077
H 12.48429 4.78226 11.71167 0.095
H 10.98241 4.71981 12.65925 0.043
H 7.88441 3.64930 13.33926 0.028
H 9.54231 3.98186 12.20754 0.016
H 8.55997 1.79186 7.46763 0.094
H 9.57886 0.37275 7.19531 0.090
H 7.82564 0.21444 7.03513 0.083
H 8.66852 -1.52358 10.21574 0.050
H 7.59228 -1.55789 8.80793 0.097
H 9.36304 -1.59157 8.58657 0.096
H 10.09648 0.45757 10.63393 0.058
H 10.68797 0.75392 9.01259 0.100
H 9.73912 2.02244 9.82958 0.102
H 6.42017 1.40882 7.88911 0.097
H 4.67738 2.85905 8.76919 0.045
H 4.19458 2.86324 11.17890 0.103
H 4.33451 3.51043 13.03940 0.073
H 4.67802 2.92528 14.67591 0.095
H 6.00935 3.46738 13.62400 0.053
H 6.12561 -0.32319 13.86792 0.101
H 7.02347 1.19471 14.21009 0.056
H 5.56476 0.80420 15.12539 0.103
H 3.92571 -0.17816 12.67867 0.093
H 3.40188 0.80141 14.06667 0.093
H 3.14297 1.39583 12.41146 0.077
H 8.34637 -1.34742 12.05877 0.129
H 10.64412 -0.86228 13.43118 0.123
F 3.23330 2.62191 3.18771 0.079
C 3.57771 3.24943 4.35829 -0.204
C 3.07877 2.73664 5.55218 0.037
C 3.38909 3.40525 6.73285 0.003
C 4.13002 4.61870 6.74605 -0.200
C 4.23366 5.41455 7.94111 0.155
C 3.93442 6.79617 7.90034 -0.174
C 3.96497 7.59529 9.08237 0.024
C 3.82577 8.97265 9.00577 -0.031
C 3.64126 9.61488 7.76493 0.002
C 3.45522 8.84721 6.61105 -0.031
C 3.53445 7.46397 6.69211 0.014
C 4.65163 5.06190 5.49368 -0.017
C 4.38068 4.38819 4.30943 0.031
H 2.45679 1.84321 5.55193 0.138
H 2.99990 3.04057 7.68176 0.124
H 4.37894 4.92920 8.90564 0.131
H 4.11998 7.08840 10.03647 0.134
H 3.86512 9.56830 9.91749 0.123
H 3.62282 10.70144 7.68933 0.128
H 3.23290 9.31520 5.64707 0.127
H 3.28614 6.87810 5.80749 0.117
H 5.23425 5.98369 5.45592 0.131
H 4.74851 4.76866 3.35905 0.136
```

Values from the calculation:
- total charge = +1
- energy relative to the best compared isomer or geometry (same formula, charge and spin) (kcal per mole) = 8.0
- orbital gap (eV) = 4.2
- calculated total energy (hartree) = -1944.67610

---

[2]
Here is a molecular structure, C6H9IN2O2 at a distorted geometry from the OMol25 dataset. Energies are from ωB97M-V/def2-TZVPD.

XYZ file:
```
20
Properties=species:S:1:pos:R:3:lowdin_charge:R:1
C 0.31143 -1.10824 -1.35719 -0.040
C 1.69825 -0.99918 -0.82887 -0.149
C -0.80198 -0.95559 -0.67457 -0.104
C 1.03722 -0.39733 1.40549 -0.646
C -2.69779 0.12016 -1.34823 -0.001
C 1.16605 1.92699 1.01561 -0.085
N 2.04692 -0.72325 0.35902 0.085
N 0.04117 -1.44350 1.61255 -0.460
O -2.06773 -0.80047 -0.46054 -0.119
O 0.36916 0.79578 1.15932 -0.291
I -1.49929 -0.84051 2.68183 0.894
H 0.15508 -1.19904 -2.39449 0.090
H 2.56811 -1.25053 -1.39119 0.101
H 1.77011 -0.41283 2.34566 0.165
H -2.79472 -0.38243 -2.25296 0.079
H -1.92051 0.93289 -1.53044 0.134
H -3.55662 0.44858 -0.89874 0.073
H 1.75638 1.70306 0.00752 0.118
H 2.00328 1.93772 1.66610 0.077
H 0.41548 2.64770 0.88412 0.080
```

Values from the calculation:
- energy relative to the best compared isomer or geometry (same formula, charge and spin) (kcal per mole) = 135.4
- orbital gap (spin up / spin down) (eV) = 7.3 / 8.4
- calculated total energy (hartree) = -791.44021

---

[3]
Here is a molecular structure, CHF3N2S at a distorted geometry from the OMol25 dataset. Energies are from ωB97M-V/def2-TZVPD.

XYZ file:
```
8
Properties=species:S:1:pos:R:3:lowdin_charge:R:1
C -1.43417 -0.18417 -0.10308 -1.041
N 2.41936 0.49608 0.22192 0.013
N 1.34727 0.76723 0.00394 -0.084
F -2.27800 -0.06594 -1.21553 0.022
F -1.02499 0.97987 0.32752 0.047
F -2.18088 -0.61899 0.89573 0.095
S 0.03150 -1.08501 -0.49474 0.838
H 3.11992 -0.28907 0.36425 0.111
```

Values from the calculation:
- energy relative to the best compared isomer or geometry (same formula, charge and spin) (kcal per mole) = 15.2
- orbital gap (spin up / spin down) (eV) = 7.9 / 7.4
- calculated total energy (hartree) = -845.84298
- multiplicity = 3
- <S²> = 2.0059

---

[4]
Here is a molecular structure, C25H51Br18N7OP at a distorted geometry from the OMol25 dataset. Energies are from ωB97M-V/def2-TZVPD.

XYZ file:
```
103
Properties=species:S:1:pos:R:3:lowdin_charge:R:1
C -4.52421 2.18828 -6.67217 -0.170
C -3.51096 2.35295 -5.35224 -0.593
Br -4.41018 2.38994 -3.54736 0.629
C -2.03496 2.50144 -5.46566 -0.561
Br -1.23474 2.48952 -7.34140 0.643
C -0.97148 2.71271 -4.23615 -0.118
N 0.00734 1.78478 -3.55176 0.121
C 0.84942 2.41468 -2.46569 -0.183
N 1.84082 1.96206 -1.65039 -0.218
C 2.22553 0.47519 -1.81293 -0.099
C 1.84860 -0.43858 -0.50031 -0.553
N 0.55026 -0.04884 0.18796 0.044
N 1.61253 -1.86648 -1.03682 0.027
N 2.98106 -0.57107 0.50731 0.067
P 2.78211 2.84932 -0.43551 0.950
C 4.58575 2.22431 -0.27543 -0.288
O 1.98054 2.50387 1.11197 -0.366
N 0.29916 3.80611 -2.47603 -0.092
C 0.55207 5.07679 -1.72565 -0.075
N -0.71200 3.97845 -3.44961 0.076
H -4.17341 1.34509 -7.40991 0.079
H -4.55204 3.19134 -7.30745 0.106
H -5.61603 1.98282 -6.26465 0.044
H 3.40284 0.35185 -1.96864 0.127
H 1.72890 -0.03198 -2.74090 0.125
H -0.19434 0.18986 -0.50369 0.075
H 0.23993 -0.93304 0.69280 -0.010
H 0.61466 -1.96963 -1.32754 0.064
H 1.84542 -2.51263 -0.23906 0.076
H 2.85668 0.05551 1.33243 0.072
H 3.92180 -0.48161 0.06498 0.059
H 5.26052 3.20320 -0.16820 0.075
H 4.99323 1.66836 -1.23605 0.069
H 4.70053 1.59201 0.70193 0.033
H 0.97281 2.49003 0.94190 0.066
H 0.58286 4.93938 -0.54981 0.101
H 1.65020 5.44188 -2.01899 0.112
H -0.17477 5.97513 -2.00426 0.119
H -1.23611 4.86606 -3.61150 0.173
Br -9.18516 0.39986 -7.77745 0.608
C -7.67814 -0.73878 -8.26527 -0.695
C -7.32381 -1.68752 -7.14337 -0.672
Br -6.34908 -0.77004 -5.72499 0.624
H -6.85683 -0.07691 -8.55071 0.046
H -8.01543 -1.29344 -9.14649 0.062
H -6.64272 -2.46634 -7.49905 0.062
H -8.19575 -2.15689 -6.67994 0.058
Br 1.58361 -2.23433 3.89336 0.505
C -0.32617 -2.45755 4.22272 -0.804
C -0.90339 -3.56158 3.36700 -0.647
Br -1.15001 -2.97055 1.52485 0.647
H -0.79546 -1.48540 4.05301 0.061
H -0.40287 -2.71311 5.28422 -0.048
H -1.90417 -3.83437 3.71483 0.021
H -0.27775 -4.45760 3.33408 0.061
Br 0.85431 -1.43628 6.00958 0.701
C 0.89429 0.49186 6.30334 -0.580
C 0.04177 0.88231 7.48869 -0.680
Br -1.85460 0.85205 7.03425 0.628
H 0.58186 0.96402 5.36870 0.065
H 1.94633 0.72830 6.49116 0.067
H 0.24674 1.91498 7.78626 0.057
H 0.17368 0.22627 8.35332 0.056
Br 5.19192 -2.55463 3.41992 0.602
C 6.18951 -2.88033 1.77544 -0.683
C 7.52743 -2.17770 1.79909 -0.669
Br 7.32700 -0.26725 1.46189 0.633
H 5.54939 -2.56885 0.94638 0.041
H 6.32525 -3.96570 1.73639 0.064
H 8.16828 -2.54362 0.99139 0.060
H 8.05512 -2.28052 2.75110 0.061
Br -5.56538 -0.07164 5.72646 0.571
C -5.52539 1.85649 6.02022 -0.701
C -6.37791 2.24694 7.20557 -0.697
Br -8.27429 2.21668 6.75113 0.603
H -5.83782 2.32865 5.08558 0.053
H -4.47335 2.09293 6.20804 0.009
H -6.17294 3.27961 7.50314 0.058
H -6.24600 1.59090 8.07020 0.055
Br 11.55150 -0.82900 0.67593 0.597
C 10.73411 0.87539 0.19374 -0.715
C 11.66934 2.02916 0.47383 -0.697
Br 11.73101 2.44074 2.37921 0.602
H 9.78799 0.94095 0.73658 -0.025
H 10.52850 0.79797 -0.87850 0.060
H 11.30524 2.94387 -0.00334 0.057
H 12.69791 1.84189 0.15390 0.054
Br -2.07929 -3.57946 -6.23363 0.621
C -1.89303 -1.63933 -6.15113 -0.702
C -1.30261 -1.20224 -4.83028 -0.695
Br -2.63224 -1.27314 -3.40525 0.579
H -2.88061 -1.21488 -6.34767 0.031
H -1.22131 -1.38362 -6.97658 0.058
H -0.99044 -0.15468 -4.87647 0.007
H -0.45652 -1.81549 -4.50869 0.054
Br -6.95579 -3.16989 3.88456 0.601
C -5.44876 -4.30853 3.39674 -0.692
C -5.09444 -5.25727 4.51863 -0.687
Br -4.11971 -4.33979 5.93702 0.608
H -4.62745 -3.64665 3.11130 0.041
H -5.78606 -4.86319 2.51551 0.060
H -4.41335 -6.03609 4.16296 0.058
H -5.96638 -5.72664 4.98206 0.055
```

Values from the calculation:
- total charge = +1
- orbital gap (eV) = 5.1
- calculated total energy (hartree) = -48114.67212

---

[5]
Here is C11H11I in the gas phase at a distorted geometry from the OMol25 dataset. Energies are from ωB97M-V/def2-TZVPD.

XYZ file:
```
23
Properties=species:S:1:pos:R:3:lowdin_charge:R:1
C -1.32132 -3.09872 0.00468 -0.084
C 0.00055 -2.72912 0.23451 -0.072
C -2.28397 -2.13093 -0.12356 -0.065
C 0.35081 -1.39202 0.30900 -0.035
C -1.95384 -0.75904 -0.04496 -0.357
C -0.59044 -0.38875 0.15118 -0.156
C -1.32674 1.97145 0.42970 0.222
C -2.86810 0.27742 -0.22731 -0.555
C -0.19484 1.07607 0.13741 -0.608
C 0.40545 1.35292 -1.26272 -0.030
C 0.86384 1.38832 1.21800 -0.047
I -4.89680 0.18430 0.02626 0.836
H -1.58771 -4.14309 -0.06075 0.104
H 0.75907 -3.48867 0.35123 0.102
H -3.31570 -2.40108 -0.29772 0.076
H 1.38638 -1.13976 0.47881 0.108
H -1.45940 2.86143 -0.17322 0.051
H 0.69443 2.39872 -1.34549 0.083
H -0.33328 1.12996 -2.03004 0.091
H 1.28404 0.73348 -1.43209 0.086
H 1.02584 2.46285 1.27012 0.084
H 1.81232 0.91462 0.98004 0.074
H 0.52064 1.04181 2.18897 0.093
```

Values from the calculation:
- energy relative to the best compared isomer or geometry (same formula, charge and spin) (kcal per mole) = 104.4
- orbital gap (spin up / spin down) (eV) = 7.7 / 6.4
- calculated total energy (hartree) = -723.23099

---

Which of these has the highest calculated total energy?
C11H11I

---

The lowest calculated total energy belongs to which entry?
C25H51Br18N7OP

---

calculated total energy of number 4 (C25H51Br18N7OP)?
-48114.67212 hartree

---

calculated total energy of number 3 (CHF3N2S)?
-845.84298 hartree